[1]
Computed, not measured: a structure of composition C5H5N2O4S in a non-equilibrium geometry, with ωB97M-V with the def2-TZVPD basis set.

ORCA input file:
```
! RIJCOSX wB97M-V def2-TZVPD def2/J DEFGRID3
* xyz -1 1
C -0.69 -0.78 -1.12
C -0.97 0.48 -1.75
C 0.18 -1.04 -0.10
C -1.14 1.56 -0.98
C -1.67 1.64 0.34
N -2.07 1.82 1.42
N 1.13 -0.31 0.44
O 3.14 -0.46 1.85
O 1.14 -1.27 2.80
O 2.22 -2.58 0.93
O -1.17 2.82 -1.64
S 1.97 -1.24 1.41
H -1.31 -1.55 -1.45
H -0.96 0.61 -2.80
H 0.16 -2.09 0.34
H 0.73 -0.39 2.72
H -0.69 2.80 -2.42
*
```

The energy above the lowest of the compared OMol25 structures with the same formula, charge and spin comes out at 153.2 kJ/mol. Its gap between HOMO and LUMO is 7.38 eV. The value obtained for the electronic energy is -27270.5701 eV.

[2]
Computed, not measured: a structure of composition C20H28ClEuF5N2O3Te in a non-equilibrium geometry, with ωB97M-V with the def2-TZVPD basis set.

ORCA input file:
```
! RIJCOSX wB97M-V def2-TZVPD def2/J DEFGRID3
* xyz -1 7
Eu -0.84 0.07 1.12
Cl -3.29 0.43 1.78
N 0.11 2.24 0.04
N -0.21 -2.36 0.38
C -0.86 2.94 -0.51
C -0.86 -3.10 -0.48
C 1.12 3.21 0.54
C 0.36 4.53 0.50
C 2.33 3.26 -0.39
C 1.57 2.83 1.94
H 2.02 3.45 -1.43
H 2.88 2.31 -0.35
H 3.00 4.06 -0.07
H 0.72 2.89 2.63
H 2.35 3.52 2.28
H 1.96 1.81 1.96
C 0.71 -3.24 1.15
C 0.57 -4.59 0.43
C 0.23 -3.34 2.59
C 2.13 -2.71 1.11
H 2.46 -2.64 0.06
H 2.78 -3.41 1.65
H 2.18 -1.73 1.59
H -0.82 -3.66 2.62
H 0.31 -2.36 3.08
H 0.86 -4.05 3.13
O -0.48 -4.37 -0.57
H 0.22 -5.40 1.08
H 1.48 -4.89 -0.11
O -0.79 4.27 -0.36
H 0.90 5.38 0.07
H -0.04 4.80 1.49
C -2.02 2.38 -1.28
C -1.97 -2.63 -1.36
C -1.59 -1.34 -2.02
H -2.83 -2.48 -0.69
H -2.21 -3.43 -2.07
C -1.95 -0.13 -1.41
C -1.63 1.10 -1.99
H -2.56 -0.15 -0.48
C -0.94 1.13 -3.21
C -0.57 -0.09 -3.79
C -0.57 2.42 -3.87
C -0.88 -1.32 -3.22
H -0.03 -0.07 -4.73
C -0.43 -2.60 -3.87
H 0.00 -2.38 -4.85
H -1.26 -3.30 -4.01
H 0.33 -3.10 -3.26
H -1.42 3.11 -3.93
H -0.21 2.22 -4.88
H 0.24 2.94 -3.32
H -2.37 3.15 -1.98
H -2.81 2.17 -0.54
F -1.14 -0.80 4.47
Te 0.41 0.31 4.52
F 1.46 -1.15 5.13
F -0.68 1.81 4.00
F -0.04 0.71 6.31
F 1.92 1.45 4.67
O 0.74 -0.07 2.72
*
```

The energy above the lowest of the compared OMol25 structures with the same formula, charge and spin comes out at 170.4 kJ/mol. Its gap between HOMO and LUMO (alpha / beta) is 3.81 / 4.34 eV. The value obtained for the electronic energy is -83053.2327 eV.

[3]
Computed, not measured: a structure of composition C3H7AlNO9P2 in a non-equilibrium geometry, with ωB97M-V with the def2-TZVPD basis set.

ORCA input file:
```
! RIJCOSX wB97M-V def2-TZVPD def2/J DEFGRID3
* xyz -3 1
Al 1.39 0.40 -2.49
P 0.36 3.66 -2.34
O 1.83 3.26 -2.78
O 0.62 4.43 -1.00
O -0.33 2.47 -1.59
O -0.47 4.32 -3.39
P 2.38 1.69 0.75
O 0.97 1.27 0.39
O 3.01 1.79 -0.71
O 3.27 0.96 1.77
O 2.06 3.19 0.92
C -1.09 -0.88 0.14
O -0.85 -0.78 -1.03
N -1.21 -2.09 0.80
C -1.64 -2.30 2.16
C -0.96 -3.36 0.14
H -1.30 -0.03 0.81
H -1.97 -1.34 2.56
H -0.86 -2.56 2.87
H -2.51 -2.96 2.21
H -0.39 -4.11 0.69
H -1.96 -3.70 -0.11
H -0.36 -3.34 -0.77
*
```

The energy above the lowest of the compared OMol25 structures with the same formula, charge and spin comes out at 158.3 kJ/mol. Its gap between HOMO and LUMO is 2.76 eV. The value obtained for the electronic energy is -48310.4978 eV.

[4]
Computed, not measured: a cluster of 2 separate species, C6H12N2O2S in total in a non-equilibrium geometry, with ωB97M-V with the def2-TZVPD basis set.

ORCA input file:
```
! RIJCOSX wB97M-V def2-TZVPD def2/J DEFGRID3
* xyz 0 1
C 2.81 1.47 -1.76
C 1.59 1.02 -1.36
C 1.07 0.32 -0.20
C -0.29 0.25 0.16
C 0.34 -1.50 1.78
C -1.94 -0.62 1.83
N -2.12 1.63 -2.67
N -0.65 -0.60 1.21
O -4.54 2.01 -3.12
O -1.22 0.88 -0.39
S -3.54 2.18 -2.11
H 2.88 2.10 -2.55
H 3.68 1.21 -1.24
H 0.66 1.29 -1.93
H 1.81 0.03 0.45
H 0.77 -2.32 1.12
H 1.18 -1.19 2.32
H -0.05 -2.19 2.45
H -2.64 -1.31 1.39
H -2.04 -1.02 2.79
H -2.39 0.44 1.69
H -1.76 1.64 -3.60
H -1.50 1.29 -1.73
*
```

The energy above the lowest of the compared OMol25 structures with the same formula, charge and spin comes out at 438.2 kJ/mol. Its gap between HOMO and LUMO (alpha / beta) is 9.50 / 4.18 eV. The value obtained for the electronic energy is -24322.4263 eV.

[5]
Computed, not measured: a cluster of 9 separate species, H18O9 in total in a non-equilibrium geometry, with ωB97M-V with the def2-TZVPD basis set.

ORCA input file:
```
! RIJCOSX wB97M-V def2-TZVPD def2/J DEFGRID3
* xyz 0 1
O -0.52 0.22 -0.35
H 0.33 -0.06 0.02
H -0.33 0.33 -1.29
O -2.16 -1.89 -0.80
H -2.11 -1.09 -0.25
H -3.10 -2.10 -0.82
O 4.45 -1.42 -0.08
H 3.79 -2.04 0.25
H 4.42 -1.53 -1.04
O 2.12 0.83 3.05
H 1.43 1.50 3.06
H 1.65 0.01 2.84
O -0.28 4.48 -0.17
H -0.72 5.05 -0.81
H 0.52 4.96 0.07
O -4.20 -0.58 1.69
H -3.70 0.24 1.81
H -3.82 -1.18 2.34
O 0.02 -2.70 0.19
H 0.09 -3.12 1.06
H -0.84 -2.97 -0.13
O -2.28 0.49 -1.96
H -1.57 -0.08 -2.28
H -1.91 1.38 -2.00
O 3.13 0.10 -1.48
H 2.18 0.16 -1.62
H 3.40 1.00 -1.31
*
```

The energy above the lowest of the compared OMol25 structures with the same formula, charge and spin comes out at 358.0 kJ/mol. As for the structure (SMILES): O.O.O.O.O.O.O.O.O. Its gap between HOMO and LUMO is 10.27 eV. The value obtained for the electronic energy is -18718.4247 eV.

[6]
Computed, not measured: a structure of composition C55H55IN8O3Tl in a non-equilibrium geometry, with ωB97M-V with the def2-TZVPD basis set.

ORCA input file:
```
! RIJCOSX wB97M-V def2-TZVPD def2/J DEFGRID3
* xyz -1 1
Tl 0.28 -1.18 1.42
C 0.08 -2.83 -3.17
C -1.18 -3.37 -2.56
N -2.12 -3.81 -3.36
C -3.25 -4.32 -2.81
C -3.50 -4.31 -1.46
C -4.78 -4.99 -1.03
O -4.58 -6.40 -0.81
C -2.53 -3.79 -0.57
C -2.84 -3.74 0.86
N -2.10 -3.27 1.78
C -1.98 -2.22 3.95
C -3.95 -3.52 3.50
C -4.49 -3.41 4.94
C -3.95 -3.03 6.10
C -2.55 -2.63 6.32
C -1.87 -2.29 5.25
I 2.31 -1.72 3.64
C -1.26 -3.39 -1.11
O -0.23 -3.08 -0.44
H -0.03 -2.75 -4.25
H 0.92 -3.49 -2.94
H 0.33 -1.86 -2.73
H -3.99 -4.71 -3.51
H -5.53 -4.84 -1.80
H -5.18 -4.62 -0.10
H -4.06 -6.72 -1.55
H -3.82 -4.15 1.11
H -4.35 -4.46 3.13
H -5.55 -3.66 4.96
H -4.60 -3.07 6.98
H -2.12 -2.72 7.32
C 8.82 5.73 -7.89
O 7.95 6.36 -6.97
C 7.16 5.55 -6.22
C 6.36 6.19 -5.26
C 5.56 5.45 -4.43
C 5.53 4.05 -4.51
C 6.29 3.43 -5.49
C 7.10 4.17 -6.34
C 4.77 3.22 -3.56
N 4.66 1.92 -3.62
C 3.93 1.55 -2.51
C 3.58 2.66 -1.78
N 4.13 3.72 -2.46
C 2.90 2.60 -0.53
C 2.59 3.70 0.28
C 2.01 3.50 1.51
C 1.71 2.18 1.89
N 1.95 1.14 1.13
C 2.55 1.32 -0.06
C 2.86 0.13 -0.85
N 2.47 -1.07 -0.37
C 2.78 -2.16 -1.03
C 3.51 -2.15 -2.22
C 3.89 -0.94 -2.75
C 3.57 0.24 -2.07
H 9.41 6.52 -8.34
H 8.26 5.21 -8.68
H 9.48 5.02 -7.39
H 6.40 7.27 -5.19
H 4.95 5.97 -3.70
H 6.24 2.36 -5.57
H 7.69 3.66 -7.09
H 4.08 4.69 -2.19
H 2.79 4.71 -0.07
H 1.78 4.33 2.16
H 1.25 1.97 2.85
H 2.41 -3.09 -0.60
H 3.76 -3.08 -2.72
H 4.45 -0.87 -3.68
C 0.57 1.12 -1.82
C -0.63 1.05 -0.87
C -1.83 0.42 -1.59
C -1.00 2.40 -0.27
C -0.83 3.59 -0.98
C -1.19 4.81 -0.44
C -1.72 4.86 0.84
C -1.90 3.70 1.59
C -2.49 3.77 2.99
C -3.99 4.09 2.92
C -1.77 4.78 3.89
C -1.55 2.47 1.02
N -1.67 1.29 1.78
C -2.77 0.68 1.83
C -2.95 -0.60 2.55
C -4.26 -1.24 2.36
C -4.69 -2.43 2.76
C -2.41 -3.51 3.18
N -1.97 -1.00 3.27
C -1.67 -4.89 3.54
C -1.40 -5.18 5.02
C -2.51 -6.06 3.01
C -0.30 -4.94 2.84
H 0.93 0.11 -2.02
H 1.39 1.69 -1.39
H 0.29 1.57 -2.78
H -0.35 0.40 -0.04
H -2.16 1.07 -2.41
H -2.67 0.28 -0.91
H -1.55 -0.55 -1.99
H -0.41 3.55 -1.98
H -1.05 5.72 -1.00
H -2.01 5.82 1.27
H -2.38 2.79 3.45
H -4.15 5.09 2.51
H -4.43 4.06 3.92
H -4.51 3.37 2.29
H -1.84 5.80 3.48
H -0.71 4.53 4.01
H -2.23 4.79 4.88
H -3.66 1.08 1.33
H -4.98 -0.62 1.82
H -5.72 -2.68 2.52
H -2.32 -5.18 5.62
H -0.69 -4.47 5.45
H -0.96 -6.17 5.09
H -3.43 -6.20 3.59
H -1.92 -6.98 3.12
H -2.77 -5.96 1.96
H 0.27 -4.03 3.03
H -0.39 -5.05 1.76
H 0.27 -5.78 3.24
*
```

The energy above the lowest of the compared OMol25 structures with the same formula, charge and spin comes out at 54.9 kJ/mol. Its gap between HOMO and LUMO is 5.33 eV. The value obtained for the electronic energy is -88785.4173 eV.

[7]
Computed, not measured: a cluster of 2 separate species, C27H42BClF8NO12PS2 in total in a non-equilibrium geometry, with ωB97M-V with the def2-TZVPD basis set.

ORCA input file:
```
! RIJCOSX wB97M-V def2-TZVPD def2/J DEFGRID3
* xyz 0 1
C -1.47 2.49 4.37
C -2.04 1.74 3.32
C -1.26 1.13 2.13
C 0.05 1.93 2.12
C -1.99 1.40 0.76
C -2.89 2.67 0.78
C -4.35 2.37 1.23
C -4.79 3.52 2.15
O -4.48 4.62 1.99
O -5.62 3.24 3.21
N -1.10 1.23 -0.43
C -0.50 2.49 -1.00
C -0.18 2.43 -2.54
C 0.94 3.47 -2.91
C 2.19 2.79 -3.51
O 2.67 3.59 -4.64
C 4.00 3.28 -4.84
C 4.53 1.86 -4.88
O 4.74 4.18 -4.94
C -0.26 -0.02 -0.39
C -0.92 -0.82 -1.61
C -0.41 -1.66 -2.50
S 1.51 0.15 -0.79
O 1.81 -0.10 -2.17
O 2.07 1.49 -0.64
C 2.91 -0.77 0.05
F 3.98 -0.36 -0.67
F 3.02 -2.07 -0.16
C 3.37 -0.25 1.47
F 4.27 -1.10 1.92
F 2.40 -0.02 2.32
F 4.05 0.88 1.37
C -0.75 -1.05 0.78
C -0.13 -2.47 0.60
C 0.52 -3.40 1.61
C 1.03 -4.62 0.74
Cl 1.98 -2.93 2.56
C -1.12 -0.47 2.21
B -0.50 -1.02 3.57
O 0.27 -0.08 4.29
C -0.65 -2.34 4.43
C -1.71 -3.45 4.17
P -2.97 -0.92 2.61
O -3.42 -2.33 1.91
O -3.25 -0.90 4.22
H -1.48 3.59 4.30
H -0.99 2.02 5.23
H -3.13 1.69 3.42
H -0.23 2.99 2.01
H 0.74 1.72 1.28
H 0.67 1.89 3.02
H -2.79 0.66 0.58
H -3.08 3.08 -0.23
H -2.44 3.50 1.34
H -4.41 1.44 1.81
H -5.03 2.27 0.37
H -5.60 2.28 3.32
H -1.82 1.15 -1.17
H -1.25 3.30 -1.04
H 0.27 2.97 -0.41
H -1.05 2.77 -3.12
H 0.02 1.42 -2.91
H 1.16 4.13 -2.07
H 0.56 4.12 -3.71
H 2.99 2.68 -2.77
H 1.87 1.83 -3.94
H 5.10 1.68 -3.96
H 3.75 1.09 -4.95
H 5.21 1.70 -5.73
H -2.02 -0.82 -1.59
H -0.81 -1.69 -3.52
H 0.43 -2.34 -2.32
H -1.79 -1.22 0.43
H 0.58 -2.44 -0.24
H -0.89 -3.12 0.14
H -0.13 -3.95 2.30
H 1.73 -4.30 -0.04
H 1.48 -5.37 1.40
H 0.14 -5.03 0.24
H 1.03 -0.53 4.70
H -0.89 -2.01 5.45
H 0.33 -2.84 4.58
H -1.94 -3.72 3.14
H -1.36 -4.38 4.65
H -2.65 -3.22 4.69
H -4.14 -2.20 1.28
H -3.81 -0.17 4.52
C 2.97 -3.88 -6.05
F 3.18 -3.49 -7.32
F 2.35 -5.08 -6.10
F 4.18 -4.09 -5.50
S 2.00 -2.64 -5.09
O 0.74 -2.54 -5.80
O 2.80 -1.44 -5.13
O 1.88 -3.23 -3.76
*
```

Its gap between HOMO and LUMO is 6.25 eV. The value obtained for the electronic energy is -120626.7730 eV.

[8]
Computed, not measured: a structure of composition C21H24BClIrN8OS, with ωB97M-V with the def2-TZVPD basis set.

ORCA input file:
```
! RIJCOSX wB97M-V def2-TZVPD def2/J DEFGRID3
* xyz 2 6
Ir 0.27 0.10 -0.02
C -3.00 2.56 1.32
C -1.86 1.82 1.54
N -1.34 1.41 0.37
N -2.14 1.89 -0.63
C -3.14 2.58 -0.06
B -1.76 1.45 -2.07
N -1.80 -0.11 -2.10
C -2.64 -0.91 -2.75
C -2.43 -2.22 -2.34
C -1.42 -2.15 -1.41
N -1.04 -0.86 -1.26
N -0.30 1.93 -2.32
C 0.15 2.93 -3.07
C 1.53 3.02 -2.93
C 1.85 2.01 -2.05
N 0.74 1.34 -1.69
N -2.62 1.97 -3.20
C -3.75 2.70 -3.33
C -4.04 2.80 -4.67
C -3.02 2.08 -5.30
N -2.16 1.58 -4.44
H -3.64 3.03 2.05
H -1.38 1.55 2.47
H -3.91 3.05 -0.64
H -3.34 -0.51 -3.47
H -2.94 -3.11 -2.68
H -0.94 -2.93 -0.83
H -0.53 3.52 -3.68
H 2.19 3.72 -3.41
H 2.81 1.71 -1.66
H -4.30 3.10 -2.50
H -4.88 3.31 -5.11
H -2.87 1.91 -6.36
C 4.33 1.47 1.42
S 3.37 0.00 1.64
C 4.15 -1.07 0.46
O 2.00 0.36 1.03
H 5.34 1.25 1.77
H 3.89 2.25 2.04
H 4.34 1.75 0.37
H 5.17 -1.24 0.80
H 4.13 -0.61 -0.53
H 3.60 -2.02 0.45
Cl 1.62 -8.78 -0.11
C 1.53 -7.07 0.02
C 1.33 -6.48 1.27
C 1.25 -5.12 1.37
C 1.38 -4.29 0.23
C 1.29 -2.89 0.33
C 1.58 -4.92 -1.03
C 1.65 -6.29 -1.13
H 1.23 -7.11 2.14
H 1.09 -4.66 2.34
H 1.41 -2.29 -0.57
H 1.15 -2.42 1.29
H 1.68 -4.31 -1.92
H 1.81 -6.77 -2.09
*
```

The energy above the lowest of the compared OMol25 structures with the same formula, charge and spin comes out at 59.2 kJ/mol. Its gap between HOMO and LUMO (alpha / beta) is 6.87 / 4.81 eV. The value obtained for the electronic energy is -62989.7578 eV.

[9]
Computed, not measured: a cluster of 2 separate species, H6N2 in total in a non-equilibrium geometry, with ωB97M-V with the def2-TZVPD basis set.

ORCA input file:
```
! RIJCOSX wB97M-V def2-TZVPD def2/J DEFGRID3
* xyz 0 1
N 4.95 -3.20 -2.51
H 4.19 -2.77 -2.03
H 4.53 -3.84 -3.29
H 5.42 -3.83 -1.88
N -4.82 3.36 2.59
H -3.83 3.56 2.79
H -5.63 3.79 2.67
H -4.80 2.93 1.67
*
```

The energy above the lowest of the compared OMol25 structures with the same formula, charge and spin comes out at 79.0 kJ/mol. As for the structure (SMILES): N.N. Its gap between HOMO and LUMO is 10.93 eV. The value obtained for the electronic energy is -3076.9032 eV.

[10]
Computed, not measured: a cluster of 2 separate species, C10H13FNO2S in total in a non-equilibrium geometry, with ωB97M-V with the def2-TZVPD basis set.

ORCA input file:
```
! RIJCOSX wB97M-V def2-TZVPD def2/J DEFGRID3
* xyz -1 1
C -3.15 -1.79 -0.66
C -2.84 -3.09 -0.29
C -2.13 -1.08 -1.33
C -1.55 -3.61 -0.28
C -0.89 -1.60 -1.43
C -0.57 -2.85 -0.94
C 0.52 0.45 1.76
C 1.67 0.45 -0.49
C 1.42 2.57 0.69
C 0.72 1.25 0.42
N -0.50 1.36 -0.25
O -1.48 2.28 1.79
O -2.91 2.36 -0.32
F 0.71 -3.32 -1.09
S -1.59 2.34 0.36
H -4.17 -1.55 -0.65
H -3.57 -3.62 0.18
H -2.31 0.01 -1.42
H -1.19 -4.54 0.28
H 1.59 0.13 2.04
H 0.04 1.13 2.43
H -0.05 -0.40 1.72
H 2.25 1.03 -1.12
H 0.96 -0.24 -1.07
H 2.44 -0.24 0.07
H 0.95 3.07 1.42
H 2.33 2.42 1.17
H 1.53 3.23 -0.19
*
```

The energy above the lowest of the compared OMol25 structures with the same formula, charge and spin comes out at 349.9 kJ/mol. Its gap between HOMO and LUMO (alpha / beta) is 7.54 / 5.03 eV. The value obtained for the electronic energy is -29714.5008 eV.

[11]
Computed, not measured: the ion C5H11ClN with charge +1 in a non-equilibrium geometry, with ωB97M-V with the def2-TZVPD basis set.

ORCA input file:
```
! RIJCOSX wB97M-V def2-TZVPD def2/J DEFGRID3
* xyz 1 1
C -0.65 -2.57 0.18
C -0.31 -1.31 -0.67
C -0.97 -0.05 -0.24
Cl -2.65 0.05 0.14
N -0.28 1.05 -0.08
C -0.88 2.34 0.19
C 1.15 1.02 -0.28
H -1.69 -3.05 0.14
H 0.10 -3.32 -0.21
H -0.40 -2.44 1.25
H 0.82 -1.13 -0.48
H -0.60 -1.50 -1.79
H -1.29 2.42 1.25
H -1.69 2.41 -0.61
H -0.11 3.10 -0.04
H 1.54 2.13 -0.20
H 1.51 0.69 -1.34
H 1.53 0.33 0.46
*
```

The energy above the lowest of the compared OMol25 structures with the same formula, charge and spin comes out at 116.0 kJ/mol. As for the structure (SMILES): CCC(Cl)=[N+](C)C. Its gap between HOMO and LUMO is 11.04 eV. The value obtained for the electronic energy is -19368.1232 eV.

[12]
Computed, not measured: a cluster of 2 separate species, CH5BrSi in total in a non-equilibrium geometry, with ωB97M-V with the def2-TZVPD basis set.

ORCA input file:
```
! RIJCOSX wB97M-V def2-TZVPD def2/J DEFGRID3
* xyz 0 1
C 0.00 -0.34 0.62
Si -0.80 0.92 -0.50
Br 2.96 -1.40 -0.90
H 0.04 -0.25 1.79
H -0.66 -1.25 0.60
H 1.10 -0.69 0.18
H -1.90 1.62 0.14
H -0.75 1.40 -1.93
*
```

The energy above the lowest of the compared OMol25 structures with the same formula, charge and spin comes out at 445.7 kJ/mol. Its gap between HOMO and LUMO (alpha / beta) is 4.06 / 4.06 eV. The value obtained for the electronic energy is -79034.3428 eV.